1.
A structure of composition C50H40CsF3N10O4PS3. Source: the Open Molecules 2025 dataset; level of theory: ωB97M-V/def2-TZVPD.

Atoms and positions in Å:
Cs 0.05060 1.07281 -0.00539
C 1.42905 -1.10937 5.96526
N 0.68223 -1.03178 4.74376
C -0.61755 -0.64256 4.62726
C -0.93188 -0.72667 3.29803
N 0.14294 -1.15581 2.60619
C 1.10421 -1.32803 3.47712
P 2.81629 -1.82490 3.13938
C 2.54993 -3.19413 1.97613
N 1.81093 -3.19801 0.89909
C 2.01125 -4.38949 0.30358
C 2.88859 -5.14038 1.03681
N 3.23163 -4.37418 2.10864
C 4.13889 -4.74240 3.15545
C 3.24266 -0.55463 1.91359
N 2.72867 -0.40821 0.71994
C 3.34870 0.65101 0.16260
C 4.27608 1.15611 1.03501
N 4.20816 0.37907 2.14955
C 5.02548 0.49661 3.31939
H 0.74534 -0.98278 6.80322
H 2.19031 -0.32786 6.01049
H 1.92012 -2.08096 6.05299
H -1.18552 -0.34195 5.48595
H -1.85099 -0.49541 2.79510
H 1.53245 -4.62646 -0.62687
H 3.28663 -6.12405 0.89012
H 4.43424 -5.78215 3.02467
H 3.66202 -4.62731 4.13001
H 5.03223 -4.11522 3.13251
H 3.10001 0.97019 -0.83151
H 4.96954 1.97341 0.96347
H 5.73722 1.30669 3.17156
H 5.57079 -0.43565 3.49027
H 4.41259 0.71006 4.19653
S -4.11298 4.00319 0.74491
C -5.20994 5.29334 0.96863
C -6.50826 4.88476 1.07769
C -6.63371 3.49203 0.97589
C -5.42531 2.85931 0.79299
C -5.14908 1.44968 0.65445
C -3.79232 1.05069 0.51427
N -3.40768 -0.18148 0.38538
C -4.32849 -1.15148 0.37353
C -5.71233 -0.89265 0.51279
C -6.62055 -1.99228 0.50218
C -6.18289 -3.26658 0.34692
C -4.79806 -3.56021 0.19210
C -4.29018 -4.85329 0.01374
C -2.92332 -5.04448 -0.11956
C -2.09470 -3.89453 -0.05896
N -2.54926 -2.69036 0.09688
C -3.86556 -2.49454 0.21634
C -2.34169 -6.35071 -0.31549
C -1.02197 -6.68241 -0.46955
C -0.80561 -8.06238 -0.64779
C -1.95691 -8.78093 -0.62752
S -3.33669 -7.78424 -0.39136
C -6.10923 0.44597 0.65678
H -4.83802 6.29851 1.01255
H -7.34118 5.55055 1.22536
H -7.57896 2.98023 1.03680
H -3.00650 1.79281 0.52477
H -7.67653 -1.78762 0.62067
H -6.87918 -4.09384 0.33786
H -4.96362 -5.70247 -0.02244
H -1.02080 -3.96249 -0.13725
H -0.22273 -5.96599 -0.45010
H 0.16988 -8.49607 -0.78684
H -2.08880 -9.83914 -0.73698
H -7.16450 0.66056 0.76544
C 3.64223 7.64039 -2.39769
C 2.65169 6.51390 -2.40321
C 2.97398 5.27363 -1.86806
C 2.06060 4.23345 -1.89284
C 0.81532 4.43272 -2.45493
C 0.47697 5.66538 -2.98327
C 1.39047 6.70401 -2.95835
S -0.37858 3.06532 -2.47838
O -0.95797 3.02440 -1.15153
O -1.31864 3.34280 -3.54691
N 0.43653 1.70616 -2.63711
C 1.10965 1.37236 -3.74607
C 1.34927 2.23432 -4.81910
C 2.05036 1.83087 -5.94830
C 2.52652 0.54758 -6.08105
C 2.30522 -0.37241 -5.04241
C 2.70336 -1.72305 -5.12701
C 2.45662 -2.57805 -4.08639
C 1.84282 -2.05520 -2.93647
N 1.45026 -0.81403 -2.82856
C 1.63287 0.03141 -3.85035
H 4.56086 7.34650 -1.89704
H 3.21909 8.50456 -1.88862
H 3.88492 7.93422 -3.41824
H 3.95459 5.11490 -1.43771
H 2.31211 3.26113 -1.49611
H -0.49955 5.78518 -3.42661
H 1.13155 7.66698 -3.38262
H 0.94271 3.23255 -4.75766
H 2.22104 2.54769 -6.74225
H 3.06368 0.22746 -6.96696
H 3.18598 -2.05910 -6.03717
H 2.72367 -3.62692 -4.13730
H 1.67271 -2.67957 -2.06966
F 0.38581 5.19989 3.12508
C 0.26612 4.62915 1.89508
F -0.51518 5.46435 1.19143
F 1.50206 4.71950 1.35459
C -0.27457 3.13362 2.02507
O -1.48838 3.03975 2.12965
O 0.62509 2.29516 2.07007

## Properties
largest force on an atom = 4.186 eV/A
charge = -1
orbital gap = 6.1794 eV
energy above the lowest of the compared OMol25 structures with the same formula, charge and spin = 2.1192 eV
HOMO = -4.5 eV
E_LUMO = 1.72 eV

***

2.
A structure of composition C50H41F6N7O10PbS2. Source: the Open Molecules 2025 dataset; level of theory: ωB97M-V/def2-TZVPD.

Atoms and positions in Å:
Pb 0.08291 0.26611 -0.01341
C -4.28551 0.85741 2.31834
O -3.75764 -0.46857 2.57895
C -3.00663 -0.74586 1.48475
N -3.03701 0.02081 0.48696
C -4.02992 1.06777 0.81048
C -5.28705 0.91662 -0.01601
C -5.79800 -0.34261 -0.31234
C -6.97028 -0.47181 -1.04046
C -7.65204 0.65835 -1.47232
C -7.15696 1.91729 -1.16629
C -5.97805 2.04262 -0.44403
C -2.20320 -1.98005 1.61309
C -2.77969 -3.13903 2.12337
C -2.00295 -4.27496 2.21865
C -0.66811 -4.20761 1.84914
C -0.17758 -3.00030 1.38287
N -0.93242 -1.90673 1.24871
C 1.26703 -2.83921 1.10799
N 1.82612 -1.80482 0.63648
C 3.28140 -1.99875 0.78487
C 3.39958 -3.47160 1.22369
O 2.04107 -3.87399 1.49636
C 4.07105 -1.62717 -0.44519
C 3.99284 -2.38228 -1.60917
C 4.66161 -1.98644 -2.75710
C 5.44186 -0.83790 -2.74578
C 5.55428 -0.09525 -1.57787
C 4.86960 -0.48910 -0.43677
H -3.73304 1.57148 2.92942
H -5.34056 0.85746 2.57910
H -3.57968 2.04121 0.63301
H -5.25881 -1.23110 -0.00462
H -7.34512 -1.45788 -1.28388
H -8.55890 0.55728 -2.05478
H -7.68016 2.80468 -1.49984
H -5.59140 3.02682 -0.20508
H -3.81844 -3.12976 2.42212
H -2.42260 -5.20107 2.58868
H -0.00968 -5.05910 1.93687
H 3.59458 -1.33296 1.59470
H 3.97907 -3.59945 2.13532
H 3.80240 -4.11573 0.44427
H 3.37554 -3.27137 -1.64292
H 4.56236 -2.57181 -3.66289
H 5.96371 -0.52452 -3.64102
H 6.16894 0.79621 -1.55694
H 4.95120 0.10304 0.46949
C 1.41536 1.56038 4.54484
O 2.32472 2.17387 3.58866
C 2.10694 1.53560 2.42858
N 1.27699 0.58188 2.39551
C 0.63967 0.50982 3.71334
C 0.65143 -0.89635 4.25092
C 1.83524 -1.62724 4.30405
C 1.83893 -2.93132 4.77377
C 0.65399 -3.52011 5.19962
C -0.52916 -2.79691 5.15196
C -0.53011 -1.49153 4.67585
C 2.80674 2.05238 1.23127
C 3.73193 3.08356 1.29475
C 4.29518 3.52342 0.10671
C 3.93976 2.91508 -1.08635
C 3.01500 1.88122 -1.04583
N 2.44797 1.48099 0.08573
C 2.61938 1.13047 -2.25828
N 1.80726 0.15986 -2.26229
C 1.63741 -0.24033 -3.66919
C 2.67981 0.61755 -4.41896
O 3.17733 1.53315 -3.41168
C 1.72433 -1.72527 -3.91446
C 1.97484 -2.18949 -5.20214
C 1.98211 -3.54996 -5.47452
C 1.72741 -4.46309 -4.46087
C 1.46279 -4.00363 -3.17801
C 1.46116 -2.64367 -2.90696
H 0.76308 2.34072 4.92794
H 2.01102 1.12323 5.34493
H -0.39003 0.84373 3.56858
H 2.76181 -1.16792 3.97233
H 2.76410 -3.49362 4.81136
H 0.65509 -4.53861 5.56630
H -1.45615 -3.24976 5.48115
H -1.45819 -0.93210 4.62107
H 3.98179 3.52813 2.24748
H 5.00885 4.33661 0.11160
H 4.36546 3.21900 -2.03201
H 0.63962 0.06820 -3.97823
H 2.24019 1.20946 -5.21774
H 3.52290 0.03713 -4.79426
H 2.15180 -1.48430 -6.00731
H 2.17408 -3.89672 -6.48207
H 1.72080 -5.52442 -4.67352
H 1.24685 -4.71035 -2.38471
H 1.24326 -2.27964 -1.91169
F -1.78053 -1.32396 -4.98829
C -2.62760 -1.85187 -4.11058
F -3.84943 -1.84387 -4.63527
F -2.26552 -3.11502 -3.87388
S -2.61493 -0.94255 -2.50737
O -1.24122 -1.09780 -2.05728
O -3.64881 -1.58979 -1.76424
N -3.00698 0.53373 -2.87817
S -1.94377 1.61106 -3.32679
O -0.95463 1.94557 -2.32355
O -1.46956 1.45707 -4.67623
C -3.02778 3.09746 -3.38343
F -4.18756 2.85062 -3.97238
F -2.37550 4.03223 -4.07701
F -3.24549 3.55912 -2.15924
C -0.29839 4.14130 0.88098
C -0.76591 3.11608 1.90896
O -0.99176 3.47769 3.06749
O -0.86472 1.90353 1.50594
H -0.79485 5.09393 1.05594
H -0.48788 3.79468 -0.13525
H 0.77599 4.30208 1.00858

## Properties
largest force on an atom = 0.510 eV/A
orbital gap = 7.8785 eV
HOMO = -8.5 eV
E_LUMO = -0.60 eV

***

3.
A structure of composition C50H41N7O2P2Sn. Source: the Open Molecules 2025 dataset; level of theory: ωB97M-V/def2-TZVPD.

Atoms and positions in Å:
Sn 0.39740 -0.58235 -0.35575
N -4.02278 -3.07108 -1.63600
C -2.80545 -2.43516 -1.44095
N -2.48367 -1.85186 -0.35579
C -3.39311 -1.90740 0.68493
N -3.11623 -1.09719 1.88409
N -1.72685 -0.88074 2.21670
C -1.47169 -1.20375 3.41788
C -0.18801 -0.96072 4.07759
C -0.05234 -1.27263 5.42632
C 1.15457 -1.02314 6.05516
C 2.19284 -0.49018 5.31255
C 1.96870 -0.22378 3.96724
N 0.81017 -0.43862 3.36492
C -4.66519 -2.53694 0.62626
C -5.60892 -2.65086 1.65304
C -6.84474 -3.28957 1.44694
C -7.16177 -3.81072 0.22218
C -6.21677 -3.72847 -0.82427
C -5.00074 -3.13341 -0.62180
H -4.18352 -3.57060 -2.48963
H -2.10935 -2.47365 -2.26444
H -2.23648 -1.68942 4.03143
H -0.88571 -1.69769 5.97262
H 1.28558 -1.24466 7.10590
H 3.15127 -0.27274 5.76341
H 2.75481 0.18122 3.33886
H -5.39909 -2.25856 2.64235
H -7.55019 -3.35672 2.26667
H -8.12024 -4.28184 0.04749
H -6.44503 -4.14827 -1.79827
C -1.06502 2.65685 0.76631
P -1.91724 1.25861 -0.08699
C -2.57372 2.01363 -1.60904
C -3.74400 1.51090 -2.18356
C -4.16233 1.95593 -3.42814
C -3.41474 2.90279 -4.11757
C -2.25379 3.41003 -3.55217
C -1.82754 2.96391 -2.30845
C -3.44822 1.24328 0.95762
C -3.80410 0.22241 1.84655
C -4.85992 0.36487 2.73488
C -5.62376 1.52024 2.73133
C -5.31934 2.53138 1.84098
C -4.23826 2.38905 0.98144
C 0.33343 2.82830 0.25598
C 1.01070 4.01617 0.05712
C 2.31554 3.66519 -0.36842
C 2.35391 2.28645 -0.40593
C 3.51764 1.39285 -0.73102
P 2.89952 0.03471 -1.81264
C 3.18869 0.75649 -3.46616
C 3.97807 0.17203 -4.45189
C 4.10487 0.77590 -5.69598
C 3.44147 1.96245 -5.97152
C 2.65262 2.55267 -4.99224
C 2.52279 1.95362 -3.74993
C 4.06785 -1.35336 -1.67172
C 5.05085 -1.44266 -0.68968
C 5.75557 -2.62583 -0.50377
C 5.48706 -3.73146 -1.29535
C 4.51555 -3.65205 -2.28426
C 3.80964 -2.47605 -2.46456
N 1.14000 1.75763 -0.04258
H -1.07213 2.39480 1.83042
H -1.63140 3.58167 0.64336
H -4.32911 0.76721 -1.65351
H -5.07150 1.55913 -3.86194
H -3.73932 3.24746 -5.09131
H -1.67312 4.15324 -4.08545
H -0.91990 3.36370 -1.86423
H -3.57136 -1.61030 2.64731
H -5.08683 -0.42462 3.44314
H -6.44737 1.62164 3.42613
H -5.91189 3.43667 1.82083
H -4.00074 3.19078 0.29256
H 0.62048 5.01182 0.21407
H 3.12517 4.33956 -0.60919
H 3.91162 0.94422 0.18493
H 4.31957 1.95152 -1.21085
H 4.50386 -0.75198 -4.24927
H 4.73031 0.32101 -6.45412
H 3.54043 2.42941 -6.94324
H 2.13377 3.48045 -5.20057
H 1.92046 2.42472 -2.97907
H 5.28773 -0.59019 -0.06648
H 6.51096 -2.68341 0.27008
H 6.02913 -4.65525 -1.13697
H 4.28775 -4.51554 -2.89604
H 3.02979 -2.43033 -3.21636
O 0.35583 -4.29286 -2.76809
C 0.50311 -3.14313 -2.36359
O 0.92006 -2.74150 -1.23258
C 0.16268 -2.01968 -3.35441
C 0.03685 -2.30134 -4.70714
C -0.25030 -1.27007 -5.58583
C -0.41551 0.01329 -5.08402
C -0.28867 0.20780 -3.72181
N -0.00315 -0.78330 -2.87530
H 0.16606 -3.32537 -5.02772
H -0.34632 -1.46091 -6.64728
H -0.63185 0.85040 -5.73373
H -0.41634 1.18905 -3.28385

## Properties
largest force on an atom = 0.689 eV/A
orbital gap = 4.2226 eV
energy above the lowest of the compared OMol25 structures with the same formula, charge and spin = 2.8834 eV
HOMO = -5.0 eV
E_LUMO = -0.81 eV

***

4.
A structure of composition C50H43Br5F6KN5O3SSb2. Source: the Open Molecules 2025 dataset; level of theory: ωB97M-V/def2-TZVPD.

Atoms and positions in Å:
K -0.38666 -2.33744 0.41822
C -4.66180 1.37329 1.93151
C -3.46566 0.72260 1.29028
N -2.34113 0.59786 1.88172
N -2.32882 1.01741 3.17824
C -1.17887 1.19566 3.88766
N -1.44646 1.33331 5.23727
S 0.31939 1.40186 3.26792
C -3.58462 0.13824 -0.08097
C -4.83025 -0.11027 -0.65028
C -4.88749 -0.77347 -1.86350
C -3.71534 -1.18050 -2.46612
C -2.51185 -0.88580 -1.82970
N -2.44891 -0.22073 -0.68489
H -4.34384 2.25488 2.49194
H -5.17700 0.70263 2.62706
H -5.38875 1.69631 1.19151
H -3.20355 1.05848 3.69163
H -2.03713 0.59021 5.59214
H -0.58146 1.38125 5.75849
H -5.74305 0.15537 -0.13950
H -5.84666 -1.00268 -2.31041
H -3.70708 -1.73494 -3.39053
H -1.56659 -1.20707 -2.24647
Br 0.98457 -2.35468 7.50192
C 1.15700 -2.54277 5.61710
C 2.36572 -2.84896 5.04766
Br 3.91014 -3.11784 6.12108
C 2.45213 -2.96160 3.64364
Br 4.07034 -3.52219 2.80827
C 1.39897 -2.69296 2.76696
O 1.52263 -2.75363 1.49561
C 0.07401 -2.38568 3.37771
O -0.95740 -2.24742 2.65367
C 0.04385 -2.33735 4.77849
Br -1.71468 -2.18241 5.53053
C 0.68621 2.15231 -2.39639
C 1.84837 1.19944 -2.12145
C 1.34288 -0.14611 -1.63804
Sb 2.84930 -1.51091 -0.82256
C 4.35251 -0.74694 -2.26148
C 4.49245 -1.42336 -3.47296
C 5.38801 -1.00462 -4.44873
C 6.18649 0.10767 -4.22610
C 6.07740 0.78627 -3.02052
C 5.17333 0.36156 -2.05676
C 3.55152 -0.15566 0.69073
C 2.82811 0.94151 1.13999
C 3.34740 1.81132 2.09098
C 4.60449 1.57782 2.62438
C 5.32838 0.46811 2.21202
C 4.80299 -0.38884 1.25762
Sb -0.59593 2.53598 -0.70294
C 0.49684 4.25727 -0.02378
C 1.78435 4.55450 -0.46140
C 2.49605 5.62273 0.07100
C 1.92338 6.41991 1.04860
C 0.64352 6.13521 1.50167
C -0.05308 5.05640 0.97857
C -2.02645 3.61084 -1.92112
C -2.96146 2.84109 -2.61141
C -3.94344 3.43441 -3.39095
C -4.01443 4.81834 -3.48420
C -3.09580 5.59593 -2.79499
C -2.11039 4.99517 -2.02195
H 0.02264 1.75046 -3.16731
H 1.03458 3.12442 -2.75779
H 2.57582 1.64393 -1.43607
H 2.40207 1.04786 -3.05581
H 0.89176 -0.71437 -2.45181
H 0.55088 -0.05011 -0.88822
H 3.88705 -2.30077 -3.67285
H 5.46372 -1.55102 -5.38252
H 6.88957 0.43949 -4.98132
H 6.69784 1.65543 -2.82826
H 5.10792 0.91141 -1.12379
H 1.83043 1.12275 0.75972
H 2.75844 2.65911 2.41989
H 5.00863 2.24333 3.37869
H 6.29750 0.25850 2.64962
H 5.37665 -1.26032 0.96150
H 2.26138 3.93904 -1.21105
H 3.50480 5.81887 -0.27085
H 2.48101 7.24821 1.46991
H 0.19686 6.73823 2.28329
H -1.03074 4.82142 1.38155
H -2.93646 1.75826 -2.53514
H -4.65849 2.81424 -3.91904
H -4.78208 5.28635 -4.08867
H -3.14253 6.67744 -2.86004
H -1.39729 5.61958 -1.49298
Br -1.63792 -5.89661 2.11153
C -2.93527 -4.52852 2.19058
C -3.26634 -3.96498 3.40611
C -4.18913 -2.93491 3.40872
C -4.71374 -2.51129 2.20049
N -4.36572 -3.02540 1.02516
C -3.48491 -4.01792 1.02210
H -2.78112 -4.28881 4.31624
H -4.46336 -2.44455 4.33273
H -5.43625 -1.70328 2.17073
H -3.17876 -4.39032 0.05127
C 1.37898 -3.84001 -3.50753
C 0.11260 -3.91662 -2.63368
O -0.00185 -2.94522 -1.72707
C -1.09748 -3.90148 -3.60766
F -1.03678 -4.82061 -4.60366
F -1.18585 -2.70178 -4.22648
F -2.28124 -4.10192 -2.99624
C 0.12934 -5.28282 -1.90065
F 1.22857 -5.40016 -1.14323
F -0.93557 -5.44667 -1.09152
F 0.12549 -6.35864 -2.73011
H 1.35755 -2.90740 -4.06839
H 1.48117 -4.67518 -4.20250
H 2.23891 -3.82300 -2.84129

## Properties
largest force on an atom = 2.298 eV/A
charge = -2
orbital gap = 4.6825 eV
energy above the lowest of the compared OMol25 structures with the same formula, charge and spin = 0.0000 eV
HOMO = -1.2 eV
E_LUMO = 3.46 eV